(1)
DFT (the ωB97M-V functional and the def2-TZVPD basis) results for one molecule with the formula C6H12O5.

Last column: Löwdin charge in e.
Atoms and positions in Å:
O 2.199 -1.398 0.833  0.03
C 1.185 -1.020 0.016  -0.29
C -0.168 -1.346 0.743  -0.26
O -0.266 -0.650 1.916  -0.01
C -1.387 -0.801 -0.037  -0.35
O -2.592 -0.989 0.741  -0.04
C -1.225 0.602 -0.490  -0.09
C 0.093 0.797 -1.252  -0.36
O 0.261 2.053 -1.821  0.01
C 1.319 0.480 -0.428  -0.33
O 1.319 1.157 0.702  0.04
H 2.216 -0.898 1.657  0.11
H 1.181 -1.637 -0.835  0.14
H -0.394 -2.438 0.909  0.18
H 0.133 0.217 1.753  0.09
H -1.552 -1.358 -0.971  0.16
H -2.403 -0.492 1.586  0.11
H -1.396 1.307 0.359  0.14
H -2.064 0.949 -1.224  0.16
H 0.210 -0.005 -1.987  0.16
H -0.381 2.712 -1.535  0.10
H 2.265 0.721 -1.063  0.20
H 1.447 2.036 0.427  0.11

The HOMO energy comes out at -9.743 eV. As for the largest force on an atom: 0.084 hartree/bohr. As for the total charge: 0. The calculation puts the electronic energy at -16652.675 eV. The gap between HOMO and LUMO is 10.108 eV. The structure (SMILES) is O[C@H]1[C@@H](O)[C@@H](O)C[C@@H](O)[C@H]1O. As for the LUMO energy: 0.36 eV.

***

(2)
DFT (the ωB97M-V functional and the def2-TZVPD basis) results for C6H12O6Zn as an isolated structure.

Last column: Löwdin charge in e.
Atoms and positions in Å:
Zn -0.712 0.580 0.385  0.90
C 5.423 0.760 0.753  -0.05
C 4.061 0.109 0.397  -0.83
O 3.961 -1.057 -0.042  -0.09
O 3.118 0.886 0.405  -0.09
H 6.279 0.207 0.366  0.05
H 5.495 0.716 1.840  0.05
H 5.377 1.795 0.415  0.05
C -0.910 -1.038 -5.635  -0.04
C -0.740 -1.171 -4.037  -0.77
O -0.192 -2.151 -3.502  -0.08
O -1.130 -0.234 -3.309  -0.13
H -0.125 -1.679 -6.034  0.04
H -0.745 -0.032 -6.021  0.04
H -1.916 -1.293 -5.969  0.04
C -3.720 3.380 2.640  -0.36
O -2.547 3.152 1.909  -0.39
H -3.685 4.291 3.238  0.05
H -4.657 3.342 2.085  0.04
H -3.838 2.609 3.402  0.04
C -1.738 -2.718 3.346  -0.32
O -0.922 -2.451 2.223  -0.29
H -1.356 -3.064 4.307  0.05
H -2.083 -1.727 3.640  0.06
H -2.699 -3.212 3.199  0.04

The HOMO energy comes out at -2.191 eV. As for the largest force on an atom: 0.069 hartree/bohr. As for the total charge: -2. The calculation puts the electronic energy at -67111.207 eV. The gap between HOMO and LUMO is 3.104 eV. As for the LUMO energy: 0.91 eV.